[1]
16
Properties=species:S:1:pos:R:3:forces:R:3:mulliken_charge:R:1 method="wB97M-V/def2-TZVPD" charge=0 smiles="[H]/N=C(/N)CC(=C)N" gap_ev=8.9 e_homo_ev=-8.03 relative_energy_kj_mol=118.4
C -0.07430 -1.05722 0.06337 0.4 1.0 -1.5 -0.543
C 1.05050 -0.34729 -0.78498 1.2 -2.8 1.3 0.391
C -0.95458 0.09063 0.43571 0.3 1.5 -0.7 0.569
N 1.88988 0.44048 -0.02466 -0.5 -0.3 -0.5 -0.427
N -1.30128 0.19100 1.76238 0.0 0.1 0.4 -0.479
C -1.04104 1.12293 -0.43579 -1.6 -0.4 0.7 -1.020
N 1.43777 -0.71078 -1.94574 -0.4 0.8 -0.3 -0.844
H 1.68276 0.59823 0.94926 0.1 0.4 -0.4 0.193
H 2.55458 0.97837 -0.56017 0.0 0.0 0.5 0.253
H -1.41220 -0.67592 2.26590 -0.1 0.2 0.0 0.212
H -1.93695 0.94011 1.99266 -0.1 -0.3 0.1 0.216
H 0.80314 -1.33415 -2.43400 -0.1 0.0 0.3 0.228
H 0.34229 -1.55003 0.94409 0.1 -0.1 -0.2 0.324
H -0.60269 -1.75347 -0.59128 0.2 -0.2 0.2 0.302
H -0.93599 1.01550 -1.50043 0.7 -0.2 -0.1 0.293
H -1.50188 2.05161 -0.13631 -0.2 0.1 0.2 0.333



[2]
96
Properties=species:S:1:pos:R:3:forces:R:3:mulliken_charge:R:1 method="wB97M-V/def2-TZVPD" charge=+1 gap_ev=4.1 e_homo_ev=-6.14 relative_energy_kj_mol=595.9
C -7.50282 2.58661 3.23956 -0.3 0.6 0.1 -1.418
C -6.75815 2.43613 1.94787 -0.1 0.7 -2.4 -0.110
C -7.16850 3.45581 0.84399 0.0 1.3 -0.8 -0.794
N -6.40466 3.32127 -0.53483 0.0 -0.5 -1.3 0.064
C -7.11761 4.08323 -1.75061 -1.9 -1.0 2.2 -0.619
C -8.46513 3.37963 -2.08290 0.9 0.5 -1.3 -0.505
C -8.22979 1.96331 -2.50762 0.1 -1.9 1.1 -0.755
C -7.69442 1.14434 -1.30541 1.1 1.5 1.2 -0.519
C -6.31051 1.80887 -0.92680 -0.3 -0.3 -1.4 -1.003
C -4.99394 3.93972 -0.51813 -1.1 -0.6 0.9 -0.965
H -8.56647 2.47849 3.02734 -0.1 -0.1 0.2 0.354
H -7.34900 3.57967 3.66179 0.0 0.0 0.2 0.351
H -7.20655 1.82736 3.96334 0.0 0.1 -0.1 0.376
H -7.03940 1.47774 1.51142 0.7 -0.3 0.3 0.286
H -5.68471 2.62111 1.98818 0.1 -0.8 0.6 0.315
H -6.98906 4.49970 1.10129 0.5 0.0 0.4 0.474
H -8.22881 3.53014 0.60252 -0.1 -0.8 -0.1 0.374
H -7.41739 5.06909 -1.39522 0.6 0.1 0.2 0.311
H -6.44909 4.18986 -2.60490 0.1 -0.5 0.3 0.421
H -9.22897 3.47628 -1.31133 0.2 0.1 0.0 0.307
H -8.79107 3.88088 -2.99427 -0.4 0.5 0.2 0.387
H -9.08977 1.42868 -2.91098 -0.3 0.5 0.0 0.392
H -7.47019 1.95253 -3.28927 0.1 -0.1 -0.1 0.308
H -8.26180 1.22541 -0.37827 -0.9 0.2 -0.3 0.299
H -7.63262 0.06563 -1.44923 0.6 0.2 -0.3 0.449
H -5.67258 1.26308 -0.23163 -0.3 0.3 0.3 0.588
H -5.81648 1.77249 -1.89773 0.6 0.4 0.2 0.444
H -5.10913 5.02069 -0.43863 -0.1 -0.1 0.0 0.403
H -4.47631 3.67491 -1.44010 -0.1 -0.1 0.3 0.401
H -4.50230 3.56508 0.37967 0.3 0.0 -0.3 0.382
C 2.69316 6.04615 -1.15531 0.0 1.1 0.7 -1.425
C 3.92205 5.17349 -1.07030 0.8 -1.4 0.6 -0.135
C 3.87231 4.07710 -2.09973 0.5 -0.6 -1.3 -0.920
N 5.14104 3.10539 -2.35700 -1.3 2.3 0.8 0.053
C 4.64172 2.18910 -3.51473 2.9 -0.4 2.1 -0.567
C 5.88599 1.29900 -3.68193 -1.0 -1.6 -0.9 -0.553
C 7.16491 1.97524 -3.92860 2.8 1.7 -1.6 -0.776
C 7.54625 3.25370 -3.14404 -0.6 -1.1 0.1 -0.654
C 6.30927 4.03340 -2.88017 -1.2 -0.6 0.5 -0.527
C 5.48177 2.38373 -1.04891 -1.0 -0.8 -0.2 -1.102
H 1.72929 5.63102 -0.86083 0.2 -0.4 -0.3 0.381
H 2.64811 6.56444 -2.11315 -0.2 -0.4 -0.3 0.379
H 2.85518 6.87646 -0.46795 -0.1 0.0 0.2 0.398
H 4.02869 4.55973 -0.17586 -0.4 0.8 0.8 0.334
H 4.80486 5.81235 -1.09528 0.1 -0.1 -0.4 0.277
H 3.64950 4.52060 -3.07017 0.3 -0.2 -0.3 0.415
H 3.04251 3.40338 -1.88617 0.1 -0.1 0.2 0.508
H 4.40161 2.86748 -4.33341 0.1 -0.3 0.0 0.431
H 3.82068 1.54292 -3.20413 -0.2 0.6 0.2 0.387
H 5.69144 0.66029 -4.54351 0.0 -0.1 -0.1 0.437
H 6.07244 0.56901 -2.89425 -0.9 0.2 0.4 0.288
H 7.21288 2.21246 -4.99138 -0.2 0.5 -0.2 0.377
H 8.06185 1.35827 -3.87446 -0.4 -0.7 0.4 0.322
H 8.23511 3.89639 -3.69224 0.1 -0.2 -0.1 0.431
H 8.02853 2.98834 -2.20325 0.0 0.0 0.1 0.332
H 5.90598 4.44372 -3.80598 0.0 0.3 0.2 0.392
H 6.51726 4.79999 -2.13375 -0.6 0.0 -0.1 0.307
H 4.58513 1.83281 -0.76501 -0.6 0.7 0.3 0.470
H 5.82552 3.03638 -0.24643 -0.3 0.3 -0.4 0.377
H 6.13025 1.50762 -1.05100 0.8 0.6 -1.0 0.358
C 2.04770 -8.27188 -0.48468 -1.8 -1.8 0.5 -1.542
C 2.55243 -7.04724 0.18508 1.6 0.7 -1.0 0.006
C 1.72442 -6.60708 1.38668 1.0 -0.3 0.3 -0.745
N 2.39668 -5.46460 2.20849 -0.2 0.4 -2.0 0.126
C 1.40779 -5.08413 3.37657 0.8 1.0 1.6 -0.794
C 2.05932 -4.03799 4.44534 0.9 -1.7 -1.6 -0.480
C 3.33761 -4.60374 5.01931 1.0 -0.9 -1.1 -0.695
C 4.28100 -5.01447 3.84345 0.8 0.5 1.6 -0.994
C 3.80736 -5.93109 2.74976 -2.0 1.0 1.3 -0.371
C 2.57719 -4.29353 1.16797 -1.0 -0.1 1.4 -0.950
H 2.13936 -9.06188 0.26069 -0.4 -0.4 0.0 0.334
H 2.45448 -8.73053 -1.38594 0.9 0.9 0.0 0.380
H 0.99471 -8.16268 -0.74429 -0.2 -0.1 0.2 0.361
H 2.60942 -6.27979 -0.58685 -0.1 0.4 0.2 0.287
H 3.59029 -7.29099 0.41205 0.1 0.4 0.5 0.225
H 1.60802 -7.40791 2.11690 -0.1 -0.2 -0.2 0.376
H 0.74524 -6.33683 0.99137 -0.1 0.6 0.6 0.513
H 1.09617 -5.97603 3.92018 0.7 -0.5 -0.2 0.433
H 0.43488 -4.73735 3.02832 0.4 0.4 -0.9 0.564
H 1.48594 -3.80544 5.34270 -0.9 0.5 -0.9 0.363
H 2.47396 -3.24171 3.82718 -1.0 0.9 0.4 0.193
H 3.16270 -5.42431 5.71512 0.0 -0.2 -0.1 0.382
H 3.88042 -3.83432 5.56836 -0.2 0.0 0.1 0.329
H 5.14759 -5.51985 4.26973 0.0 -0.4 0.2 0.431
H 4.79484 -4.12761 3.47258 -0.5 0.3 -0.5 0.419
H 3.55742 -6.87138 3.24114 0.4 -0.4 -0.6 0.353
H 4.64416 -5.90958 2.05162 -0.9 -0.6 -0.7 0.354
H 2.77487 -3.39962 1.75954 0.3 -0.1 -0.4 0.430
H 1.62643 -4.14488 0.65606 -0.2 -0.1 0.3 0.394
H 3.29233 -4.49507 0.37043 0.3 -0.3 0.7 0.313
Cl -0.37876 0.57164 0.49832 0.3 0.1 -0.2 -0.996
O -4.17617 -2.53943 2.77007 0.8 2.0 1.0 -0.471
C -4.80282 -3.60222 2.27343 -4.1 -2.9 1.9 0.653
O -4.31804 -4.12064 1.29852 2.5 -1.0 -3.5 -0.717
O -5.82899 -4.05905 2.85020 0.3 1.3 0.6 -0.779
H -3.47796 -2.47446 2.11441 0.5 0.5 0.0 0.319



[3]
12
Properties=species:S:1:pos:R:3:forces:R:3:mulliken_charge:R:1 method="wB97M-V/def2-TZVPD" charge=0 smiles=FCc1[nH]ncc1Cl gap_ev=9.7 e_homo_ev=-8.89 relative_energy_kj_mol=78.0
C -1.01394 -1.34939 0.03552 0.5 -2.1 0.2 -0.172
C -0.11212 -0.17294 -0.04508 0.8 -4.7 -0.5 -0.020
C 1.39851 1.43783 0.20602 -2.7 0.0 -1.9 -0.389
C 1.20467 0.05751 0.02723 2.8 0.3 1.4 0.380
H -0.83136 -1.98227 0.94552 -0.1 0.9 -0.5 0.239
H -0.97495 -2.10877 -0.78320 0.1 1.0 0.2 0.251
H -1.69081 1.06260 -0.46148 2.8 0.1 1.1 0.317
H 2.31102 1.97541 0.27469 0.4 0.4 0.2 0.438
N -0.64339 0.94359 -0.18906 -4.9 7.9 -0.8 0.287
N 0.20103 2.05891 -0.03652 0.4 -2.4 0.3 -0.780
F -2.28694 -0.82899 0.08393 -0.8 -0.4 0.0 -0.314
Cl 2.43827 -1.09352 -0.05758 0.7 -0.9 0.3 -0.237



Please write out number 3 again, unchanged.
12
Properties=species:S:1:pos:R:3:forces:R:3:mulliken_charge:R:1 method="wB97M-V/def2-TZVPD" charge=0 smiles=FCc1[nH]ncc1Cl gap_ev=9.7 e_homo_ev=-8.89 relative_energy_kj_mol=78.0
C -1.01394 -1.34939 0.03552 0.5 -2.1 0.2 -0.172
C -0.11212 -0.17294 -0.04508 0.8 -4.7 -0.5 -0.020
C 1.39851 1.43783 0.20602 -2.7 0.0 -1.9 -0.389
C 1.20467 0.05751 0.02723 2.8 0.3 1.4 0.380
H -0.83136 -1.98227 0.94552 -0.1 0.9 -0.5 0.239
H -0.97495 -2.10877 -0.78320 0.1 1.0 0.2 0.251
H -1.69081 1.06260 -0.46148 2.8 0.1 1.1 0.317
H 2.31102 1.97541 0.27469 0.4 0.4 0.2 0.438
N -0.64339 0.94359 -0.18906 -4.9 7.9 -0.8 0.287
N 0.20103 2.05891 -0.03652 0.4 -2.4 0.3 -0.780
F -2.28694 -0.82899 0.08393 -0.8 -0.4 0.0 -0.314
Cl 2.43827 -1.09352 -0.05758 0.7 -0.9 0.3 -0.237